Record 1
Below is a 24-piece molecular cluster, C60H161N6O24S18 overall, with properties calculated with ωB97M-V with the def2-TZVPD basis set.

## Properties
Kohn-Sham gap (Eh): 0.2047
2S+1: 1
Charge: -1

Last column: Mulliken charge in e.
Cartesian coordinates (Å):
1 S -31.06 18.11 -7.17  0.261
2 S -27.85 22.73 -6.99  0.197
3 S -27.90 15.81 -10.82  0.237
4 S -18.51 23.89 -5.91  0.372
5 S -26.85 16.57 -4.27  0.851
6 S -13.98 20.53 -9.79  0.227
7 S -21.14 20.58 -14.61  0.715
8 S -23.38 24.74 -6.10  0.636
9 S -17.94 18.21 -3.61  0.897
10 S -18.53 22.35 -9.45  0.054
11 S -18.37 17.80 -12.67  0.940
12 S -21.24 22.63 -2.02  0.261
13 S -24.61 16.43 -15.42  0.142
14 S -22.44 15.45 -1.95  0.453
15 S -24.34 11.94 -6.34  0.362
16 S -24.80 20.60 -1.49  0.761
17 S -16.00 16.52 -8.07  -0.056
18 S -19.41 12.55 -5.82  0.175
19 O -23.12 12.68 -5.99  -0.409
20 O -20.40 11.14 -11.39  -0.489
21 O -22.34 13.99 -1.61  -0.688
22 O -18.65 18.37 -2.28  -0.683
23 O -14.76 20.54 -8.52  -0.527
24 O -19.08 13.98 -5.49  -0.428
25 O -28.98 21.70 -6.98  -0.524
26 O -25.83 16.09 -14.60  -0.525
27 O -27.63 14.39 -11.11  -0.590
28 O -29.60 18.77 -11.42  -0.569
29 O -26.18 21.29 -1.50  -0.745
30 O -24.55 18.68 -8.55  -0.648
31 O -18.34 18.66 -13.93  -0.812
32 O -26.40 15.19 -4.64  -0.778
33 O -23.52 22.30 -9.46  -1.325
34 O -21.22 13.42 -15.55  -0.521
35 O -16.61 16.64 -9.46  -0.478
36 O -26.33 10.48 -9.55  -0.610
37 O -18.11 22.18 -10.87  -0.593
38 O -22.79 25.87 -5.31  -0.720
39 O -19.85 23.21 -2.14  -0.697
40 O -19.24 22.65 -6.11  -0.424
41 O -30.47 16.90 -6.48  -0.583
42 O -22.31 21.01 -15.44  -0.690
43 N -24.82 11.81 -10.63  0.245
44 N -23.10 18.68 -8.59  1.168
45 N -19.10 13.36 -14.64  0.375
46 N -25.31 21.55 -10.63  0.962
47 N -19.75 13.29 -10.91  1.385
48 N -28.92 17.77 -13.36  0.213
49 C -26.03 11.27 -10.42  0.257
50 C -24.07 18.10 -14.96  -0.352
51 C -22.86 20.15 -6.66  -0.864
52 C -21.17 20.93 -2.67  0.887
53 C -18.68 14.05 -10.35  -0.980
54 C -16.71 17.06 -12.54  -0.709
55 C -16.22 18.71 -3.35  -1.181
56 C -16.54 18.03 -7.26  1.254
57 C -20.99 18.45 -7.10  -0.070
58 C -20.43 12.53 -7.39  -0.657
59 C -21.17 17.42 -9.39  -0.135
60 C -20.32 21.98 -9.30  1.156
61 C -29.67 17.89 -12.26  0.019
62 C -29.78 18.72 -8.45  -0.182
63 C -24.65 19.51 -0.07  -1.016
64 C -19.60 11.93 -11.05  -0.381
65 C -16.80 23.64 -6.71  -0.816
66 C -22.56 18.71 -7.20  3.042
67 C -23.35 17.77 -6.29  -0.393
68 C -23.38 15.48 -3.53  0.844
69 C -23.41 16.22 -9.31  -0.026
70 C -21.09 13.83 -11.21  -0.500
71 C -24.96 19.31 -2.77  -0.481
72 C -26.41 21.85 -6.32  0.231
73 C -24.35 21.41 -9.73  1.480
74 C -17.03 15.38 -7.11  -0.587
75 C -28.59 16.48 -3.75  -0.938
76 C -24.23 25.57 -7.46  -0.756
77 C -14.81 21.58 -11.10  -0.587
78 C -25.27 13.16 -7.33  -0.395
79 C -25.40 11.99 -4.82  -0.798
80 C -18.35 19.65 -4.68  0.272
81 C -22.74 17.56 -9.53  3.031
82 C -27.55 16.00 -8.98  -0.314
83 C -19.00 14.82 -14.45  -0.067
84 C -22.06 24.01 -7.13  1.460
85 C -28.93 16.53 -14.15  -0.862
86 C -22.99 18.19 -10.93  0.345
87 C -17.98 12.48 -14.40  -0.968
88 C -27.94 18.78 -13.75  -0.396
89 C -17.90 20.86 -8.51  2.059
90 C -20.67 17.26 -7.98  0.997
91 C -14.37 18.82 -10.48  -0.278
92 C -23.27 15.55 -14.62  -0.477
93 C -30.91 19.49 -6.02  -0.595
94 C -25.34 22.74 -11.41  -1.186
95 C -24.65 12.81 -11.68  -0.114
96 C -22.02 23.31 -3.50  -0.569
97 C -20.18 12.83 -15.28  0.039
98 C -23.62 11.25 -10.05  -1.041
99 C -26.42 16.80 -11.36  1.188
100 C -21.31 21.27 -12.95  -0.176
101 C -19.70 21.75 -15.08  -0.967
102 C -26.21 20.41 -10.91  -0.686
103 C -20.81 15.92 -2.76  -0.251
104 C -27.39 22.90 -8.78  0.079
105 C -27.29 17.53 -5.76  -0.165
106 C -17.81 23.84 -4.16  -0.589
107 C -20.65 12.15 -4.51  -0.344
108 C -18.28 18.90 -11.27  0.361
109 H -16.67 14.37 -7.36  0.504
110 H -18.09 15.51 -7.32  -0.222
111 H -18.57 11.66 -10.77  0.387
112 H -24.87 11.40 -4.09  0.401
113 H -21.36 23.04 -4.32  -0.304
114 H -20.08 12.02 -3.59  0.415
115 H -20.66 15.16 -3.55  -0.083
116 H -24.49 16.28 -9.27  -1.065
117 H -24.44 15.36 -3.32  0.249
118 H -29.18 16.55 -4.68  0.217
119 H -19.97 15.92 -2.07  0.478
120 H -27.93 16.87 -6.32  0.186
121 H -23.05 14.60 -4.14  -0.421
122 H -25.64 18.47 -2.48  0.457
123 H -16.51 16.65 -11.57  0.125
124 H -21.62 14.12 -10.32  -0.136
125 H -19.78 12.52 -8.22  0.292
126 H -27.22 20.66 -10.60  0.374
127 H -23.03 10.62 -10.75  0.456
128 H -23.90 20.22 -6.36  -0.394
129 H -16.93 23.52 -7.78  0.123
130 H -23.31 14.48 -14.77  0.445
131 H -20.71 21.05 -3.64  -0.811
132 H -26.53 23.56 -8.86  0.012
133 H -23.47 26.24 -7.90  0.363
134 H -14.54 21.18 -12.09  0.359
135 H -23.40 19.22 -10.93  -1.111
136 H -23.18 16.43 -4.00  -0.602
137 H -17.58 19.62 -5.47  -0.009
138 H -17.48 12.69 -13.46  0.242
139 H -21.02 16.31 -7.56  -0.298
140 H -26.27 22.76 -11.97  0.410
141 H -18.91 21.41 -14.43  0.222
142 H -14.03 18.15 -9.69  0.308
143 H -18.75 15.12 -10.63  -0.226
144 H -26.27 20.13 -11.96  0.522
145 H -26.39 11.62 -5.01  0.428
146 H -22.19 20.50 -2.76  -0.380
147 H -25.63 13.19 -12.00  0.303
148 H -20.35 21.11 -12.48  -0.098
149 H -25.13 14.11 -6.80  0.098
150 H -23.77 17.61 -11.46  -1.127
151 H -26.68 21.57 -5.31  0.447
152 H -16.15 18.83 -7.90  -0.580
153 H -20.59 22.05 -8.24  -0.989
154 H -18.70 23.85 -3.51  0.214
155 H -23.46 18.23 -5.30  0.145
156 H -22.99 22.83 -3.73  0.377
157 H -22.09 20.68 -12.46  -0.360
158 H -28.91 19.05 -7.89  -0.132
159 H -21.43 23.34 -6.56  -0.922
160 H -24.81 13.24 -8.32  -0.419
161 H -16.62 16.33 -13.36  0.352
162 H -27.89 18.36 -5.41  0.274
163 H -18.48 11.51 -14.28  0.380
164 H -19.21 19.47 -11.30  -0.699
165 H -22.17 24.38 -3.38  0.597
166 H -19.58 17.18 -7.96  -1.029
167 H -25.09 26.16 -7.11  0.390
168 H -16.30 19.68 -2.90  0.386
169 H -28.75 17.30 -3.06  0.300
170 H -26.96 18.35 -13.50  -0.179
171 H -26.40 17.83 -6.31  -0.286
172 H -27.92 16.16 -14.24  0.231
173 H -20.43 19.34 -7.47  -0.345
174 H -24.52 24.84 -8.22  -0.082
175 H -26.71 17.83 -11.37  -0.630
176 H -22.84 16.79 -6.13  -0.073
177 H -23.15 18.32 -15.48  0.461
178 H -20.10 11.73 -15.48  0.313
179 H -21.02 13.44 -7.28  -0.190
180 H -24.19 13.66 -11.12  -0.422
181 H -29.47 16.72 -15.10  0.373
182 H -23.96 18.87 -2.70  -0.008
183 H -25.52 22.47 -6.33  -0.023
184 H -25.18 19.74 -3.74  0.001
185 H -25.67 16.62 -10.59  -0.490
186 H -17.38 22.85 -4.17  0.030
187 H -26.24 21.01 -7.01  -0.436
188 H -20.90 22.68 -9.89  0.808
189 H -20.82 14.74 -11.71  0.298
190 H -19.35 19.46 -5.09  -0.937
191 H -22.89 11.95 -9.60  0.136
192 H -30.43 17.07 -12.16  0.354
193 H -23.09 15.80 -8.35  -0.031
194 H -17.69 13.69 -10.62  0.455
195 H -17.62 18.02 -7.24  -0.640
196 H -22.33 15.86 -15.03  0.326
197 H -24.05 12.37 -12.50  0.306
198 H -18.25 18.29 -10.36  -0.354
199 H -24.47 22.77 -12.10  0.203
200 H -26.69 15.38 -8.74  -0.317
201 H -27.17 21.93 -9.20  -0.450
202 H -29.60 15.77 -13.75  0.350
203 H -20.06 22.76 -14.79  0.312
204 H -17.18 12.49 -15.18  0.261
205 H -14.42 22.61 -10.92  0.378
206 H -21.35 12.98 -4.50  -0.448
207 H -16.36 22.75 -6.26  0.222
208 H -23.17 15.54 -10.14  -0.595
209 H -18.43 20.02 -8.94  -1.075
210 H -31.52 20.32 -6.42  0.363
211 H -29.85 19.78 -5.92  -0.040
212 H -21.07 11.66 -7.45  0.621
213 H -30.22 19.44 -9.10  0.633
214 H -16.22 24.53 -6.55  0.576
215 H -26.09 16.42 -12.33  0.167
216 H -28.40 15.65 -8.41  0.904
217 H -18.08 15.13 -14.98  0.390
218 H -22.68 20.99 -7.36  -0.629
219 H -22.54 23.43 -7.91  -0.761
220 H -18.09 21.10 -7.44  -0.275
221 H -24.09 18.59 -0.29  0.201
222 H -16.08 18.09 -6.25  0.151
223 H -26.82 11.76 -11.05  0.266
224 H -24.15 20.09 0.69  0.389
225 H -19.94 15.22 -14.80  -0.053
226 H -23.83 10.63 -9.18  0.359
227 H -24.82 18.82 -15.32  0.428
228 H -20.76 18.29 -6.02  -0.168
229 H -25.68 19.27 0.16  0.383
230 H -21.12 11.23 -4.81  0.450
231 H -20.59 20.30 -1.98  0.490
232 H -19.55 21.51 -16.10  0.403
233 H -31.36 19.14 -5.07  0.390
234 H -15.44 18.69 -10.58  -0.381
235 H -21.55 22.28 -13.19  0.649
236 H -28.00 18.90 -14.84  0.406
237 H -21.46 24.84 -7.53  0.533
238 H -23.27 15.84 -13.57  -0.151
239 H -25.94 19.57 -10.29  -0.622
240 H -20.86 16.52 -9.92  -0.047
241 H -26.32 12.90 -7.38  0.673
242 H -20.45 21.00 -9.77  -0.831
243 H -25.27 23.71 -10.88  0.239
244 H -22.10 18.27 -11.56  0.426
245 H -20.69 18.30 -9.81  -0.682
246 H -16.72 15.50 -6.07  0.602
247 H -15.73 18.78 -4.29  0.352
248 H -16.04 17.94 -12.68  0.311
249 H -27.38 17.06 -8.70  -0.265
250 H -18.67 14.09 -9.24  0.125
251 H -23.93 18.15 -13.86  -0.378
252 H -15.71 18.00 -2.71  0.357
253 H -28.73 15.51 -3.28  0.379
254 H -15.87 21.58 -10.88  -0.076
255 H -16.87 20.80 -8.77  -0.265
256 H -24.30 17.61 -6.78  -1.138
257 H -28.25 23.37 -9.24  0.410
258 H -24.46 20.46 -9.11  -0.421
259 H -25.48 13.05 -4.48  0.038
260 H -28.13 19.70 -13.18  0.322
261 H -29.62 17.84 -9.09  -0.137
262 H -17.47 19.60 -11.39  0.495
263 H -13.81 18.72 -11.40  0.587
264 H -21.67 13.07 -11.73  0.161
265 H -19.00 15.07 -13.40  -0.357
266 H -18.30 20.57 -4.13  0.584
267 H -17.07 24.62 -3.98  0.477
268 H -22.31 20.27 -5.75  0.477
269 H -20.94 16.92 -3.19  -0.044

***

Record 2
Below is an isolated ion of composition C5H4N and charge +1, with properties calculated with ωB97M-V with the def2-TZVPD basis set.

## Properties
Kohn-Sham gap (Eh): 0.2622
2S+1: 1
Charge: +1

Last column: Mulliken charge in e.
Cartesian coordinates (Å):
1 N 2.88 0.28 -0.77  -0.020
2 C 3.65 1.13 -0.71  -0.009
3 C 0.55 0.00 -0.30  0.327
4 C -1.33 0.62 1.27  -0.411
5 C -0.22 0.23 0.64  0.282
6 C 1.71 -0.33 -1.20  -0.420
7 H 1.71 -1.50 -1.00  0.286
8 H -1.38 0.56 2.37  0.292
9 H -2.19 0.76 0.62  0.295
10 H 1.49 -0.15 -2.26  0.377

***

Calculated values (Eh) of HOMO level for the records, taken in order: -0.157 -0.565.
Calculated values (hartree/bohr) of maximum force for the records, taken in order: 0.0802 0.0662.